(1)
Computed, not measured: one molecule with the formula C4H2ClFOS, with wB97M-V/def2-TZVPD.

```
! RIJCOSX wB97M-V def2-TZVPD def2/J DEFGRID3
* xyz 0 1
O 0.54131 1.99343 -0.01415
C 1.30381 1.03706 -0.01495
C 0.89507 -0.41224 -0.00267
S 2.10836 -1.49640 -0.00996
C -0.49465 -0.79597 0.01073
F -0.70428 -2.12911 -0.01334
C -1.53366 0.02608 -0.02073
Cl -3.16473 -0.51927 -0.00969
H 2.42694 1.22300 0.00981
H -1.37818 1.07342 0.06494
*
```

Summary:
relative energy (zero: lowest compared OMol25 entry of this formula, charge and spin)	44.7	kJ/mol
SMILES	O=CC(=S)/C(F)=C/Cl
Kohn-Sham gap	7.64	eV
total energy	-1187.04751	Ha


(2)
Computed, not measured: C4H2EuO5 as an isolated structure, with wB97M-V/def2-TZVPD.

```
! RIJCOSX wB97M-V def2-TZVPD def2/J DEFGRID3
* xyz 1 9
C 3.69275 -1.06839 0.02819
O 4.33118 -2.01921 0.13065
O 3.04964 -0.10180 -0.07811
O 0.14157 1.90162 0.14689
C -0.86178 1.25025 0.34149
O -0.98425 0.03907 -0.16853
Eu 2.34634 2.29940 -1.16933
H -1.71244 1.60224 0.94653
O -3.44902 -0.45742 -1.30291
C -2.52735 -0.67137 -0.60608
C -2.16421 -0.88824 0.70074
H -1.86243 -1.88615 1.03049
*
```

Summary:
relative energy (zero: lowest compared OMol25 entry of this formula, charge and spin)	244.2	kJ/mol
Kohn-Sham gap (alpha / beta)	5.47 / 9.97	eV
total energy	-1239.75693	Ha